Molecular formula: C3H9NO
Method: DFT, the ωB97M-V functional and the def2-TZVPD basis

Structure (XYZ):
```
14
Properties=species:S:1:pos:R:3:forces:R:3:mulliken_charge:R:1
O -2.690575 -1.045747 -2.778010 0.351 -0.123 0.234 -0.39
N 2.011400 -0.120541 0.359006 0.390 0.752 0.234 -0.47
C 1.089345 1.558950 1.974200 -1.532 0.905 -0.606 -1.01
C -2.300158 -0.737379 -1.680065 -0.465 0.371 -1.156 -0.03
C 1.516095 0.123344 1.709004 -0.574 -0.890 -0.812 -0.10
H 0.949499 2.056487 1.001539 0.593 0.007 0.172 0.32
H 0.603316 -0.473602 1.669926 0.013 -0.172 0.741 0.18
H 1.735427 2.159454 2.608247 0.158 -0.087 -0.027 0.28
H 2.181970 -0.281416 2.489243 -0.203 0.213 -0.155 0.24
H 1.675563 -0.880057 -0.194347 0.004 -0.096 0.122 0.15
H 2.738587 0.445103 -0.035258 0.073 -0.098 0.043 0.14
H -1.271072 -0.387214 -1.519826 0.154 -0.153 0.223 0.19
H -3.022572 -0.692354 -0.869608 -0.024 -0.084 0.708 0.22
H 0.031487 1.674969 2.344296 1.063 -0.548 0.279 0.27
```
Forces are in eV/Å.

Values from the calculation:
HOMO-LUMO gap = 9.59 eV
Total energy = -6792.9273 eV
LUMO = 0.0275 Ha
HOMO energy = -0.3248 Ha
SMILES = C=O.CCN

Molecular formula: C28H36N6OPdS4
Method: DFT, the ωB97M-V functional and the def2-TZVPD basis

Structure (XYZ):
```
76
Properties=species:S:1:pos:R:3:forces:R:3:mulliken_charge:R:1
Pd 1.307924 1.840496 -0.379514 0.470 1.342 0.646 -0.10
S 1.593514 0.420563 1.630310 -0.114 -0.411 -0.431 -0.22
S 3.269934 2.495270 -1.310163 0.185 0.126 0.423 -0.31
S -0.260738 1.352017 1.735959 0.082 -0.222 -0.236 -0.03
S 0.710729 4.032654 -0.781989 0.453 -0.091 0.042 -0.55
O 0.470596 -3.991932 2.930588 -0.014 0.017 0.138 -0.65
N 0.905937 -1.552228 -0.370990 0.382 -0.268 0.088 0.39
N -0.910248 0.449276 -0.711483 -0.303 -0.335 -0.124 0.54
N 3.564889 9.086250 1.466057 -0.002 -0.105 -0.037 -0.49
N 7.043378 6.964744 0.849433 -0.092 -0.082 -0.047 -0.49
N -1.976302 -0.805223 1.024276 0.009 0.094 -0.122 0.62
N 0.356604 -2.030336 1.872401 -0.164 -0.013 -0.294 0.01
C -3.617735 -1.182912 4.066328 0.019 0.032 0.020 -1.11
C 3.542261 6.677013 0.483125 -0.287 0.569 0.206 0.49
C -2.033741 2.140653 -3.107075 0.033 -0.009 -0.023 0.31
C -2.963276 3.197306 -3.692669 -0.070 -0.006 0.038 -1.44
C -1.350906 -4.683443 -1.355348 0.033 0.014 0.055 -0.84
C 0.099514 -6.369290 -0.438811 -0.042 0.027 -0.037 -0.65
C 4.715816 5.961924 0.265021 0.645 -0.034 0.052 0.55
C -0.124745 -4.240099 0.665955 -0.011 0.237 0.156 0.35
C -1.865023 -0.004725 -1.744515 0.282 -0.164 0.180 -1.03
C -4.080789 -1.877807 2.786565 0.035 -0.015 0.053 -0.37
C 2.314071 6.092214 0.177917 -0.143 0.195 0.064 -1.01
C 4.655364 -2.245667 -0.792161 0.032 0.011 -0.009 -1.52
C -1.014745 -3.824229 -0.317678 -0.085 0.044 -0.061 0.58
C 3.569889 8.020870 1.034294 -0.008 -0.432 -0.181 -0.17
C 2.167057 -2.296562 -0.467688 -0.165 0.195 -0.128 -0.99
C 4.644314 4.672376 -0.255165 0.345 -0.086 -0.030 -0.84
C -0.832858 -0.112782 0.616072 0.245 -0.042 0.028 -0.34
C 3.412313 -1.419528 -0.475256 0.109 -0.057 -0.012 0.25
C -0.789210 -5.951228 -1.422449 0.035 0.001 0.037 -0.43
C -4.349462 -0.916861 1.626868 -0.060 -0.035 0.005 -0.77
C 0.248258 -3.432810 1.879990 0.051 0.175 -0.256 0.10
C 0.475042 -1.045518 0.822557 -0.375 -0.122 0.242 -0.61
C -3.175454 -0.013458 1.289062 0.110 -0.050 0.098 -0.39
C 0.417833 -5.520224 0.608325 0.067 -0.079 -0.012 -0.82
C 3.422613 4.102015 -0.552924 0.174 -0.740 -0.471 0.62
C 2.255439 4.808080 -0.333451 -0.858 0.080 -0.107 0.80
C -2.763695 1.123190 -2.231928 -0.099 0.100 0.011 -0.96
C 6.014366 6.523055 0.589015 -0.414 -0.070 -0.061 -0.16
H 3.295839 -0.615593 -1.207150 0.010 0.003 -0.016 0.09
H 3.535190 -0.932093 0.495951 0.045 -0.007 -0.022 0.11
H -1.251003 2.643072 -2.530925 0.061 0.000 -0.002 -0.15
H -5.202385 -0.278300 1.876089 0.024 -0.016 -0.010 0.43
H -3.346192 -2.633495 2.485948 -0.012 0.023 0.004 0.18
H 5.554300 -1.629573 -0.765400 -0.038 -0.002 -0.007 0.41
H 2.119208 -2.888506 -1.382363 -0.012 -0.015 -0.061 0.51
H -3.596191 0.690695 -2.796518 0.048 -0.002 -0.004 0.46
H -2.053835 -4.358369 -2.112544 0.014 -0.017 0.018 0.45
H -1.304792 -0.383940 -2.603258 0.050 -0.114 -0.019 0.53
H 1.401761 6.646906 0.356134 0.024 0.013 -0.009 0.52
H -0.803003 1.448792 -0.735502 -0.380 0.261 0.123 0.16
H -2.986220 0.687489 2.114588 -0.004 0.026 -0.005 0.49
H 1.089806 -5.837953 1.395062 -0.026 0.003 -0.013 0.47
H 4.586238 -2.692106 -1.787335 -0.014 0.023 0.034 0.37
H -1.751312 -1.421369 1.793647 -0.046 -0.020 0.061 0.20
H 2.225654 -3.006692 0.350694 -0.015 -0.095 0.110 0.49
H 0.536592 -7.359074 -0.481973 -0.018 0.034 -0.006 0.41
H -2.420880 3.896492 -4.329982 0.012 -0.033 0.035 0.40
H -3.407631 0.585961 0.412947 0.001 0.006 -0.082 -0.33
H 4.791046 -3.058802 -0.074377 -0.041 0.039 -0.001 0.35
H -1.048229 -6.615833 -2.236956 0.006 0.008 0.009 0.40
H -4.626581 -1.486636 0.734834 0.005 0.005 0.041 0.30
H -2.643302 -0.696383 3.946597 -0.074 -0.035 -0.015 0.22
H -1.461454 -2.839892 -0.276115 0.009 -0.038 0.048 0.40
H -3.752779 2.739641 -4.294997 0.041 -0.003 0.026 0.34
H 5.556885 4.113041 -0.421758 -0.026 0.033 0.017 0.54
H -4.996619 -2.437831 2.985321 -0.002 0.012 0.017 0.41
H 0.751796 -0.898896 -1.125626 -0.041 0.110 -0.103 0.29
H -3.445963 3.778228 -2.902179 0.027 -0.035 -0.024 0.33
H -3.201040 1.640780 -1.371599 -0.067 -0.019 -0.031 0.22
H -1.520632 1.604790 -3.912081 -0.017 0.029 -0.012 0.30
H -4.329400 -0.410993 4.373888 0.036 -0.048 -0.024 0.33
H -3.519235 -1.892431 4.889813 -0.022 0.017 -0.066 0.38
H -2.430287 -0.843611 -1.339963 -0.086 0.063 0.044 0.37
H 0.585925 -1.700634 2.798237 0.041 0.006 0.041 0.32
```
Forces are in eV/Å.

Values from the calculation:
HOMO-LUMO gap = 6.42 eV
Total energy = -87429.4506 eV
LUMO = -0.0522 Ha
HOMO energy = -0.2881 Ha

Molecular formula: C6H12
Method: DFT, the ωB97M-V functional and the def2-TZVPD basis

Structure (XYZ):
```
18
Properties=species:S:1:pos:R:3:forces:R:3:mulliken_charge:R:1
C 1.962941 0.848504 -0.506501 0.028 0.202 -0.088 -0.52
C -1.150808 -1.475574 -1.258682 -0.004 -0.063 0.029 -1.16
C 1.836259 -0.533031 0.142345 -0.007 -0.194 0.117 -0.53
C -0.318502 -0.235885 -1.420089 0.209 0.047 0.058 -0.06
C -1.397351 1.094242 1.940251 0.009 0.004 -0.009 -0.82
C 0.831740 -0.033807 -0.803142 -0.159 -0.028 -0.109 0.07
H -2.014695 0.223516 2.173383 0.075 0.111 -0.022 0.24
H -2.187192 -1.222616 -1.004892 0.145 -0.027 -0.031 0.31
H -0.748710 -2.114056 -0.466087 -0.045 0.083 -0.127 0.30
H -2.003891 2.000328 2.013802 0.089 -0.131 -0.018 0.31
H 1.787799 1.719998 0.122110 0.013 -0.151 -0.080 0.22
H -0.571992 1.153258 2.653771 -0.105 -0.005 -0.075 0.23
H -0.701052 0.540236 -2.083513 0.070 -0.095 0.079 0.36
H 1.585010 -0.580660 1.200536 0.025 0.045 -0.161 0.20
H -0.997992 0.992915 0.927653 -0.085 0.037 0.182 0.02
H 2.527235 -1.306273 -0.188386 -0.118 0.126 0.034 0.21
H -1.179110 -2.058347 -2.187513 -0.015 0.088 0.115 0.36
H 2.740305 0.987255 -1.255049 -0.126 -0.051 0.104 0.23
```
Forces are in eV/Å.

Values from the calculation:
HOMO-LUMO gap = 10.32 eV
Total energy = -6414.7228 eV
LUMO = 0.0413 Ha
HOMO energy = -0.3380 Ha
SMILES = CC=C1CC1.C

Molecular formula: C2H4N3
Method: DFT, the ωB97M-V functional and the def2-TZVPD basis

Structure (XYZ):
```
9
Properties=species:S:1:pos:R:3:forces:R:3:mulliken_charge:R:1
N -1.256859 -0.553833 -1.028481 0.262 0.237 -1.147 -0.08
N -1.972276 -0.839209 -0.079574 -1.148 -0.480 0.199 -0.01
N -0.968430 -0.551393 0.953036 3.670 1.596 -3.344 -0.05
C 1.079435 0.510630 -0.318148 1.088 0.383 -0.413 -0.74
C -0.151931 -0.126139 -0.133148 -3.340 -1.628 4.134 0.59
H 1.664309 -0.071133 -1.058505 -0.073 -0.139 0.247 0.34
H 1.630249 0.696544 0.602343 -0.040 -0.048 -0.059 0.34
H -0.970274 -0.505725 1.963283 -0.133 0.064 0.222 0.27
H 0.945778 1.440258 -0.900807 -0.286 0.015 0.162 0.34
```
Forces are in eV/Å.

Values from the calculation:
HOMO-LUMO gap (spin up / spin down) = 9.19 / 9.19 eV
Total energy = -6596.7270 eV
Charge = +1
LUMO (spin up / spin down) = -0.2914 / -0.2914 Ha
HOMO energy (spin up / spin down) = -0.6292 / -0.6292 Ha

Molecular formula: C15H18N4O3
Method: DFT, the ωB97M-V functional and the def2-TZVPD basis

Structure (XYZ):
```
40
Properties=species:S:1:pos:R:3:forces:R:3:mulliken_charge:R:1
O -2.851567 -1.032770 2.344464 4.468 0.001 -1.468 -0.71
O 0.534012 1.311675 2.627134 -1.398 4.543 -2.894 -0.49
O 0.449370 3.391936 1.061940 -1.554 -5.149 1.597 -0.41
N -0.319841 -2.301112 3.470348 -0.337 3.866 1.605 -0.71
N -1.493800 -3.013655 -2.178295 -2.121 -1.479 -4.507 -0.13
N 0.129624 -2.217819 -0.999963 -0.740 -0.390 3.116 -0.29
N -1.560382 0.269837 0.963488 -2.322 -0.224 2.846 -0.05
C -0.445979 -3.087432 1.232272 -4.224 -0.049 -0.651 -1.39
C 0.901905 1.852781 -1.407199 -1.911 0.155 0.640 1.01
C -0.302795 -2.384958 -2.163878 -1.446 -0.434 -2.151 -0.37
C 3.028966 1.509242 -2.243710 -0.001 -1.541 -0.927 -0.60
C 2.116222 3.706161 -2.373579 2.192 -1.258 -0.161 -0.60
C 1.896391 0.866730 -1.723813 -1.897 1.762 1.115 -0.27
C -1.687997 -0.863609 1.832527 -2.454 0.429 0.477 0.03
C -0.509646 1.483405 -0.723273 3.049 -0.334 -4.787 -1.21
C 1.020745 3.260704 -1.685539 -0.889 -0.413 -0.214 -0.41
C -0.898542 -2.858892 -0.185300 5.526 1.520 2.349 0.49
C 3.194757 2.790599 -2.668574 -2.676 1.644 0.893 -0.62
C -0.293160 0.895396 0.528510 -1.015 -1.078 3.066 0.81
C -1.867749 -3.347383 -0.912028 -0.850 -0.492 -2.159 -0.71
C 0.152328 1.902111 1.584033 3.303 -1.495 1.883 0.06
C -0.392375 -1.849371 2.126141 0.539 0.748 -2.548 0.59
H 0.563969 -1.218532 1.916947 -1.677 -1.139 0.258 0.20
H 0.284515 -3.863280 1.368888 0.941 0.323 -0.078 0.43
H -2.723871 -3.974267 -0.916515 -0.534 -0.258 1.195 0.46
H 0.120908 -2.114999 -3.084572 0.776 0.552 -0.974 0.49
H -0.929918 0.716207 -1.394923 -0.499 0.686 0.236 0.33
H -1.051961 2.358984 -0.529318 -1.199 1.213 -0.745 0.48
H 0.493991 0.138031 0.547916 -0.262 0.028 -0.178 -0.04
H 0.181217 4.024955 -1.446316 1.510 -1.758 -0.247 0.18
H -1.391577 -3.616420 1.499530 0.453 0.085 1.091 0.30
H 3.824856 0.952078 -2.597461 1.556 -1.836 -0.181 0.34
H 4.066627 3.027895 -3.261518 -0.013 0.347 0.237 0.40
H -2.450310 0.913886 1.249731 2.937 -1.756 -1.321 0.34
H 1.712302 -0.270409 -1.517212 0.667 2.384 -0.417 0.27
H -1.266522 -2.680938 3.735058 1.156 0.956 -0.024 0.35
H 2.272524 4.725710 -2.604719 -0.220 1.002 -0.346 0.40
H 0.626703 3.760644 1.910552 0.530 1.083 1.207 0.33
H -1.991143 -3.425866 -3.059837 1.444 1.388 2.363 0.29
H -0.164439 -1.234092 3.826881 -0.805 -3.633 0.806 0.41
```
Forces are in eV/Å.

Values from the calculation:
HOMO-LUMO gap = 9.14 eV
Total energy = -27945.6303 eV
LUMO = 0.0070 Ha
HOMO energy = -0.3288 Ha
SMILES = N[C@@H](Cc1c[nH]cn1)C(=O)N[C@@H](Cc1ccccc1)C(=O)O